Entry 1:
{"formula": "C27H34Cl3N2O4PReS5Sb", "method": "ωB97M-V with the def2-TZVPD basis set", "species": ["Re", "C", "C", "C", "C", "C", "C", "C", "C", "S", "C", "N", "C", "C", "C", "C", "C", "C", "C", "C", "H", "H", "H", "H", "H", "H", "H", "H", "H", "H", "H", "H", "H", "H", "H", "H", "S", "Sb", "S", "S", "S", "Cl", "C", "Cl", "Cl", "C", "N", "C", "C", "C", "C", "O", "P", "O", "O", "O", "C", "C", "C", "C", "H", "H", "H", "H", "H", "H", "H", "H", "H", "H", "H", "H", "H", "H", "H", "H", "H", "H"], "positions_angstrom": [[-0.085, -0.127, -0.107], [6.995, -0.966, 2.087], [5.717, -0.757, 1.276], [5.686, -1.798, 0.148], [5.754, 0.652, 0.668], [4.445, -0.905, 2.120], [4.468, -1.225, 3.484], [3.310, -1.341, 4.237], [2.101, -1.132, 3.598], [0.490, -1.186, 4.257], [-0.161, -0.799, 2.751], [0.736, -0.637, 1.793], [2.062, -0.822, 2.250], [3.227, -0.711, 1.510], [-1.557, -0.640, 2.403], [-2.605, -0.763, 3.297], [-3.907, -0.573, 2.857], [-4.153, -0.242, 1.529], [-3.107, -0.116, 0.627], [-1.796, -0.333, 1.055], [7.861, -0.839, 1.432], [7.050, -1.974, 2.512], [7.087, -0.239, 2.899], [6.580, -1.694, -0.475], [4.807, -1.672, -0.496], [5.672, -2.817, 0.552], [6.626, 0.746, 0.013], [5.835, 1.414, 1.450], [4.856, 0.871, 0.078], [5.419, -1.390, 3.980], [3.354, -1.583, 5.293], [3.174, -0.463, 0.459], [-2.410, -1.008, 4.336], [-4.734, -0.679, 3.553], [-5.171, -0.085, 1.187], [-3.327, 0.150, -0.399], [-3.336, -2.866, -1.766], [-1.422, -2.254, -2.601], [-1.270, 0.290, -1.916], [0.194, -2.275, -0.499], [0.028, -2.269, -4.232], [4.585, 2.124, -2.551], [3.663, 0.776, -3.118], [2.790, 1.164, -4.579], [4.661, -0.643, -3.336], [2.635, 0.448, -2.079], [1.844, 0.231, -1.291], [-1.382, 4.587, 1.146], [-0.633, 4.683, -0.174], [-0.341, 6.120, -0.530], [-1.414, 3.994, -1.274], [0.720, 4.026, -0.118], [1.295, 2.844, 0.684], [2.590, 2.394, 0.194], [0.155, 1.608, 0.537], [1.138, 3.064, 2.202], [2.102, 3.821, 3.101], [1.283, 4.177, 4.313], [3.227, 2.865, 3.445], [2.626, 5.068, 2.403], [-2.377, 5.011, 1.008], [-0.875, 5.144, 1.936], [-1.497, 3.552, 1.480], [-1.278, 6.658, -0.687], [0.254, 6.171, -1.445], [0.214, 6.613, 0.272], [-2.334, 4.544, -1.477], [-1.686, 2.979, -0.965], [-0.822, 3.943, -2.193], [0.869, 3.275, 4.775], [0.458, 4.843, 4.047], [1.916, 4.686, 5.042], [2.831, 1.972, 3.942], [3.930, 3.358, 4.120], [3.762, 2.557, 2.541], [1.813, 5.761, 2.172], [3.150, 4.822, 1.475], [3.331, 5.573, 3.063]], "forces_ev_per_angstrom": [[-1.5, 0.0, -1.5], [0.0, -0.1, 0.1], [0.0, 0.0, 0.0], [0.0, -0.1, 0.0], [0.0, 0.1, -0.1], [0.5, 0.0, 0.0], [0.1, -0.1, 0.3], [0.3, 0.0, 0.1], [-0.2, 0.0, 0.4], [0.1, -0.1, 0.5], [0.3, 0.0, -0.2], [0.3, -0.1, 0.4], [-0.7, 0.2, -0.5], [-0.4, 0.1, -0.4], [-0.1, 0.0, 0.0], [-0.1, -0.1, 0.2], [-0.1, 0.0, 0.1], [-0.2, 0.0, 0.0], [0.0, -0.1, 0.4], [0.3, 0.3, -0.6], [-0.1, 0.0, 0.1], [0.0, 0.1, 0.0], [0.0, -0.1, -0.1], [-0.1, 0.0, 0.1], [0.1, 0.0, 0.1], [0.0, 0.2, -0.1], [-0.1, 0.0, 0.1], [0.0, -0.1, -0.1], [0.1, 0.0, 0.1], [-0.2, 0.0, -0.1], [0.0, 0.0, -0.1], [0.0, 0.0, 0.2], [-0.1, 0.0, -0.1], [0.1, 0.0, -0.1], [0.1, 0.0, 0.1], [0.0, 0.0, 0.0], [0.0, 0.0, 0.0], [0.0, -0.6, 0.0], [0.5, 0.3, 1.3], [0.4, 0.5, 0.2], [0.0, 0.1, 0.0], [0.3, 0.5, 0.2], [-0.5, -0.3, 0.6], [-0.3, 0.1, -0.4], [0.2, -0.4, 0.0], [0.8, 0.3, -0.8], [-0.4, -0.1, 0.4], [0.3, -0.2, 0.2], [-0.1, 0.0, 0.1], [0.3, 0.2, -0.1], [0.2, -0.3, -0.1], [-0.8, 0.2, -0.2], [-0.1, -0.4, 0.4], [0.3, -0.2, -0.2], [0.7, 0.1, -0.9], [0.0, 0.4, 0.7], [0.2, -0.1, -0.2], [-0.4, -0.1, 0.2], [0.0, -0.3, -0.2], [-0.2, -0.1, -0.3], [0.1, 0.0, 0.0], [0.0, 0.0, -0.1], [0.0, 0.1, -0.1], [0.1, 0.0, 0.0], [-0.1, 0.0, 0.1], [-0.1, 0.0, -0.1], [0.1, 0.0, 0.0], [0.0, 0.1, 0.0], [-0.1, 0.0, 0.1], [0.1, 0.1, 0.0], [0.1, 0.0, 0.0], [-0.1, -0.1, -0.1], [0.1, 0.1, 0.0], [-0.1, 0.0, 0.0], [0.0, 0.0, 0.1], [0.1, 0.0, 0.0], [0.0, 0.0, 0.1], [0.0, 0.0, 0.0]], "mulliken_charge": [-0.669, -2.312, 2.195, -1.422, -1.214, -0.483, -0.417, -1.158, 1.110, -0.389, 0.674, 0.159, -1.268, 0.605, 0.619, -0.660, -0.907, -0.914, -0.653, 1.157, 0.435, 0.463, 0.448, 0.466, 0.107, 0.355, 0.557, 0.230, -0.022, 0.574, 0.465, 0.014, 0.488, 0.435, 0.475, 0.506, -0.310, 0.919, -0.237, -0.203, -0.307, -0.017, 0.935, -0.077, -0.059, -0.569, -0.211, -1.236, 1.608, -1.652, -1.272, -0.170, -0.472, -0.490, 2.488, 0.264, 1.464, -1.665, -1.307, -1.402, 0.559, 0.213, 0.094, 0.414, 0.377, 0.347, 0.516, -0.059, 0.348, 0.316, 0.350, 0.409, 0.240, 0.547, 0.169, 0.283, 0.275, 0.528], "homo_lumo_gap_ev": [4.59, 4.57], "relative_energy_kj_mol": 62.9, "charge": 2, "e_tot_ev": -149409.2365, "multiplicity": 1, "homo_ev": [-14.0415, -14.0412]}


Entry 2:
{"formula": "C27H34FN4O5Ru", "method": "ωB97M-V with the def2-TZVPD basis set", "species": ["Ru", "O", "C", "O", "C", "C", "C", "C", "C", "O", "C", "C", "O", "O", "H", "H", "H", "H", "H", "H", "H", "H", "N", "C", "C", "C", "N", "C", "C", "N", "C", "H", "H", "H", "H", "H", "H", "H", "H", "H", "H", "H", "H", "H", "H", "H", "H", "F", "N", "C", "C", "C", "C", "C", "C", "C", "C", "C", "C", "C", "C", "C", "H", "H", "H", "H", "H", "H", "H", "H", "H", "H"], "positions_angstrom": [[-0.747, 0.039, 0.872], [-0.463, 3.407, 1.893], [-0.437, 2.290, 2.348], [0.396, 1.334, 1.949], [-1.417, 1.887, 3.446], [-1.092, 0.524, 4.041], [-1.996, 0.194, 5.229], [-3.315, -0.220, 4.529], [-2.985, 0.098, 3.080], [-1.603, -0.356, 2.995], [-2.849, 1.619, 2.870], [-3.042, 1.939, 1.394], [-3.903, 2.707, 1.025], [-2.310, 1.245, 0.565], [-1.420, 2.691, 4.181], [-0.033, 0.339, 4.192], [-2.116, 1.065, 5.872], [-1.587, -0.618, 5.827], [-4.187, 0.328, 4.880], [-3.502, -1.287, 4.648], [-3.573, -0.418, 2.327], [-3.608, 2.159, 3.431], [2.242, -0.616, -0.893], [3.008, -1.839, -0.644], [3.151, -2.110, 0.854], [1.859, -2.513, 1.563], [0.939, -1.390, 1.747], [1.119, -3.610, 0.808], [0.941, -3.315, -0.675], [0.011, -2.151, -0.859], [2.291, -3.013, -1.325], [2.267, 0.047, -0.126], [0.593, -1.283, -0.861], [2.543, -0.128, -1.727], [4.016, -1.762, -1.066], [3.586, -1.233, 1.343], [3.860, -2.932, 0.983], [2.143, -2.925, 2.538], [1.356, -0.626, 2.275], [0.131, -1.716, 2.277], [0.141, -3.772, 1.269], [1.683, -4.542, 0.894], [0.481, -4.182, -1.148], [-0.709, -2.024, -0.070], [-0.480, -2.193, -1.749], [2.169, -2.810, -2.392], [2.911, -3.909, -1.235], [-1.520, -1.865, 0.520], [-0.322, 0.326, -0.903], [-0.120, 0.988, -1.954], [-0.851, 0.613, -3.209], [-1.685, -0.505, -3.205], [-2.369, -0.879, -4.349], [-2.235, -0.133, -5.516], [-1.435, 0.998, -5.519], [-0.748, 1.372, -4.370], [0.945, 2.045, -1.988], [0.974, 3.016, -0.994], [2.031, 3.913, -0.934], [3.066, 3.843, -1.857], [3.037, 2.877, -2.856], [1.975, 1.985, -2.925], [-1.821, -1.047, -2.276], [-3.024, -1.740, -4.329], [-2.768, -0.425, -6.412], [-1.348, 1.598, -6.415], [-0.147, 2.271, -4.374], [0.181, 3.071, -0.260], [2.041, 4.664, -0.154], [3.893, 4.539, -1.802], [3.836, 2.824, -3.585], [1.949, 1.235, -3.708]], "forces_ev_per_angstrom": [[1.2, 0.2, 2.2], [0.1, 0.2, 0.2], [0.3, 0.0, -0.1], [-0.5, 0.3, -0.4], [-0.1, -0.1, 0.0], [0.1, 0.0, 0.0], [0.0, 0.0, 0.0], [0.0, 0.0, 0.1], [-0.1, 0.0, 0.0], [0.3, -0.1, -0.4], [0.0, 0.0, 0.1], [0.2, -0.4, -0.4], [-0.1, 0.2, 0.1], [-0.3, 0.4, -0.4], [-0.1, 0.0, 0.0], [0.0, 0.0, 0.0], [0.0, 0.0, 0.0], [0.0, 0.0, 0.0], [0.0, 0.0, 0.0], [0.0, 0.0, 0.0], [0.0, 0.0, 0.0], [0.0, 0.0, 0.0], [0.7, 0.0, 0.1], [0.0, 0.0, 0.0], [-0.1, 0.0, -0.1], [0.1, -0.3, -0.3], [-0.6, 0.8, 0.3], [0.0, -0.2, -0.1], [-0.3, 0.6, -0.4], [4.7, -1.9, -3.8], [0.1, -0.2, 0.1], [0.1, 0.0, 0.0], [0.1, -0.7, -0.4], [0.0, 0.0, 0.0], [0.0, 0.0, 0.0], [0.0, 0.0, 0.0], [0.0, 0.0, 0.0], [0.0, 0.1, 0.1], [0.1, -0.1, 0.1], [0.3, -0.1, 0.3], [0.0, -0.1, 0.0], [0.0, 0.0, 0.0], [0.0, 0.0, 0.0], [1.1, -1.2, -1.2], [0.3, -0.1, 0.1], [0.0, 0.0, 0.0], [0.1, 0.0, -0.1], [-6.3, 1.1, 4.5], [-1.2, 1.5, -0.2], [0.2, -0.1, 0.0], [0.1, 0.0, 0.1], [-0.1, 0.0, -0.1], [0.0, 0.0, 0.0], [0.0, 0.0, 0.0], [0.0, 0.0, 0.1], [-0.1, 0.0, -0.1], [-0.1, -0.1, 0.0], [0.0, 0.0, 0.0], [0.0, 0.0, 0.0], [0.0, 0.0, 0.0], [0.0, 0.0, 0.0], [0.1, 0.1, 0.0], [-0.2, 0.1, -0.1], [0.0, 0.0, 0.0], [0.0, 0.0, 0.0], [0.0, 0.0, 0.0], [0.0, 0.0, 0.0], [0.0, 0.0, 0.0], [0.0, 0.0, 0.0], [0.0, 0.0, 0.0], [0.0, 0.0, 0.0], [0.0, 0.0, 0.0]], "mulliken_charge": [1.257, -0.653, -0.275, -0.656, 0.248, 0.123, -1.029, -0.975, -0.175, -0.497, 0.083, -0.181, -0.734, -0.756, 0.557, 0.606, 0.356, 0.348, 0.406, 0.365, 0.670, 0.672, -0.496, 0.082, -1.703, 0.029, -0.261, -1.656, 0.306, 0.526, -1.283, 0.100, -0.300, 0.170, 0.327, 0.436, 0.538, 0.461, 0.338, 0.240, 0.527, 0.564, 0.335, 0.803, 0.439, 0.431, 0.553, -0.966, -0.105, -0.333, 1.253, -0.749, -1.086, -0.434, -0.926, -0.264, 0.326, -0.237, -0.776, -0.515, -0.873, -0.325, 0.754, 0.419, 0.391, 0.405, 0.473, 0.377, 0.478, 0.396, 0.413, 0.636], "homo_lumo_gap_ev": [7.66, 7.95], "relative_energy_kj_mol": 91.2, "charge": 0, "e_tot_ev": -50048.0374, "multiplicity": 2, "homo_ev": [-7.4548, -7.7611]}


Entry 3:
{"formula": "C27H34FeN6S", "method": "ωB97M-V with the def2-TZVPD basis set", "species": ["Fe", "N", "C", "C", "N", "C", "C", "N", "C", "C", "N", "H", "H", "H", "H", "H", "H", "H", "H", "H", "H", "H", "H", "H", "H", "H", "H", "H", "H", "C", "C", "C", "C", "C", "C", "C", "C", "C", "C", "C", "C", "C", "C", "C", "H", "H", "H", "H", "H", "H", "H", "H", "H", "H", "N", "C", "S", "C", "C", "C", "N", "C", "C", "H", "H", "H", "H", "H", "H"], "positions_angstrom": [[-0.783, -0.228, 1.143], [-1.893, -0.082, 3.030], [-2.598, -1.310, 3.438], [-3.698, -1.653, 2.440], [-3.229, -1.820, 1.075], [-2.870, -3.191, 0.729], [-1.633, -3.680, 1.472], [-0.573, -2.689, 1.351], [-4.056, -1.156, 0.080], [-3.710, 0.319, -0.041], [-2.283, 0.468, -0.351], [-1.124, 0.106, 3.665], [-2.526, 0.709, 3.107], [-3.040, -1.215, 4.433], [-1.852, -2.098, 3.481], [-4.440, -0.848, 2.461], [-4.217, -2.553, 2.798], [-2.644, -3.209, -0.339], [-3.706, -3.887, 0.898], [-1.363, -4.664, 1.075], [-1.858, -3.837, 2.528], [-0.107, -2.735, 0.452], [0.174, -2.793, 2.027], [-5.132, -1.269, 0.276], [-3.867, -1.623, -0.889], [-3.909, 0.840, 0.900], [-4.348, 0.780, -0.799], [-2.042, 1.450, -0.418], [-2.060, 0.067, -1.260], [1.158, -0.438, 1.048], [1.632, -0.696, -0.073], [2.217, -0.936, -1.332], [3.671, -1.046, -1.398], [4.479, -0.493, -0.385], [5.858, -0.616, -0.405], [6.499, -1.293, -1.435], [5.722, -1.859, -2.437], [4.340, -1.746, -2.418], [1.346, -0.981, -2.480], [1.782, -0.724, -3.807], [0.917, -0.736, -4.883], [-0.443, -1.011, -4.735], [-0.902, -1.274, -3.452], [-0.042, -1.257, -2.364], [3.998, 0.038, 0.428], [6.440, -0.170, 0.395], [7.579, -1.384, -1.452], [6.195, -2.412, -3.243], [3.764, -2.234, -3.195], [2.821, -0.474, -3.979], [1.312, -0.513, -5.869], [-1.110, -1.026, -5.587], [-1.952, -1.529, -3.302], [-0.428, -1.506, -1.388], [1.299, 6.753, 2.214], [1.256, 6.142, 1.015], [1.759, 6.853, -0.369], [0.669, 4.761, 1.053], [-0.272, 4.399, 2.008], [-0.784, 3.112, 1.979], [-0.399, 2.187, 1.107], [0.517, 2.532, 0.198], [1.056, 3.805, 0.124], [1.753, 7.651, 2.258], [1.249, 6.216, 3.064], [-0.658, 5.099, 2.739], [-1.539, 2.819, 2.703], [0.844, 1.742, -0.469], [1.782, 4.048, -0.639]], "forces_ev_per_angstrom": [[0.0, -0.3, 0.0], [-0.1, 0.0, 0.1], [0.1, 0.1, 0.0], [0.0, 0.0, 0.0], [0.1, 0.0, 0.0], [0.0, 0.1, -0.1], [-0.1, -0.1, 0.1], [-0.1, 0.1, -0.1], [0.0, 0.0, 0.0], [0.0, 0.0, 0.0], [0.1, 0.1, -0.1], [0.0, 0.0, 0.0], [0.0, 0.0, 0.0], [0.0, 0.0, 0.0], [0.0, 0.0, 0.0], [0.0, 0.0, 0.0], [0.0, 0.0, 0.0], [0.0, 0.0, 0.0], [0.0, 0.0, 0.0], [0.0, 0.0, 0.0], [0.0, 0.0, 0.0], [0.0, 0.0, 0.0], [0.0, 0.0, 0.0], [0.0, 0.0, 0.0], [0.0, 0.0, 0.0], [0.0, 0.0, 0.0], [0.0, 0.0, 0.0], [0.0, 0.0, 0.0], [0.0, -0.1, -0.1], [0.0, 0.0, -0.1], [0.2, -0.1, -0.2], [-0.2, 0.1, 0.1], [0.1, 0.1, 0.1], [0.0, 0.0, 0.0], [0.0, 0.0, 0.0], [0.0, 0.0, 0.0], [0.0, 0.0, 0.0], [0.0, 0.0, 0.0], [-0.1, -0.1, -0.1], [0.0, 0.1, 0.0], [0.0, 0.0, 0.0], [0.1, 0.0, 0.0], [-0.1, 0.0, 0.0], [0.1, 0.1, -0.1], [0.0, 0.0, 0.0], [0.0, 0.0, 0.0], [0.0, 0.0, 0.0], [0.0, 0.0, 0.0], [0.0, 0.0, 0.1], [-0.1, 0.0, 0.0], [0.0, 0.0, 0.0], [0.0, 0.0, 0.0], [0.1, 0.0, 0.0], [-0.1, -0.1, 0.2], [0.1, 0.0, 0.1], [-0.1, -0.2, 0.1], [0.0, 0.0, -0.1], [0.2, 0.2, -0.1], [-0.2, -0.1, 0.1], [0.0, 0.1, 0.0], [-0.1, 0.0, 0.1], [0.1, 0.1, -0.1], [0.0, -0.1, 0.0], [0.0, 0.0, 0.0], [0.0, 0.0, 0.0], [0.1, 0.0, 0.0], [0.0, 0.0, 0.0], [0.0, 0.0, 0.0], [0.0, 0.0, 0.0]], "mulliken_charge": [1.676, -0.597, -0.891, -1.121, 1.006, -0.908, -0.988, -0.339, -0.993, -0.776, -0.465, 0.286, 0.182, 0.442, 0.356, 0.488, 0.342, 0.466, 0.366, 0.486, 0.297, 0.167, 0.237, 0.331, 0.446, 0.331, 0.499, 0.296, 0.102, -1.175, 0.585, -0.160, 0.135, -0.548, -0.556, -0.470, -0.707, -0.248, -0.013, -0.742, -0.672, -0.703, -0.540, 0.617, 0.271, 0.356, 0.369, 0.351, 0.564, 0.626, 0.362, 0.391, 0.299, 0.021, -0.375, 0.013, -0.336, 0.918, -0.832, -0.455, 0.164, -0.270, -0.809, 0.233, 0.214, 0.451, 0.302, 0.232, 0.416], "homo_lumo_gap_ev": [3.90, 3.98], "relative_energy_kj_mol": 45.8, "charge": 0, "e_tot_ev": -82711.2843, "multiplicity": 5, "homo_ev": [-4.4817, -4.5747]}